Arrangement i

Entry from the Open Molecules 2025 dataset: one molecule with the formula C4H8Cl2 (ωB97M-V with the def2-TZVPD basis set).

Structure (ORCA input):
```
! wB97M-V def2-TZVPD RIJCOSX def2/J DEFGRID3
* xyz 0 1
C 1.58 1.14 -0.20
C 0.22 0.68 0.19
C -0.25 -0.71 -0.30
Cl 1.01 -1.84 -0.16
C -1.46 -1.15 0.38
Cl -3.03 -0.27 -0.26
H 1.81 2.17 -0.06
H 1.67 0.90 -1.23
H 2.38 0.55 0.20
H 0.23 0.78 1.26
H -0.61 1.33 -0.02
H -0.54 -0.56 -1.37
H -1.31 -0.83 1.39
H -1.71 -2.18 0.19
*
```

Output
structure (SMILES): CC[C@@H](Cl)CCl
HOMO energy: -10.88 eV
lowest unoccupied orbital energy: 0.03039 hartree
gap between HOMO and LUMO: 0.430 hartree

Results of the Mulliken charge analysis, in e, for atoms 1 through 2: atom 1 (C): -1.43, atom 2 (C): -0.61

Arrangement ii

Entry from the Open Molecules 2025 dataset: a 2-piece molecular cluster, C4H8Cl2 overall (ωB97M-V with the def2-TZVPD basis set).

Structure (ORCA input):
```
! wB97M-V def2-TZVPD RIJCOSX def2/J DEFGRID3
* xyz 0 1
C 1.13 1.86 0.70
C 0.80 0.46 0.24
Cl 1.94 -0.06 -1.02
Cl 0.82 -0.68 1.61
H 1.09 2.56 -0.14
H 2.14 1.90 1.14
H 0.40 2.19 1.47
H -0.21 0.39 -0.21
C -0.88 -1.67 -1.05
C -1.82 -1.21 -0.22
H -1.06 -1.74 -2.12
H 0.09 -2.00 -0.67
H -2.79 -0.87 -0.59
H -1.64 -1.14 0.86
*
```

Output
structure (SMILES): CC(Cl)Cl.C=C
HOMO energy: -10.11 eV
lowest unoccupied orbital energy: 0.03310 hartree
gap between HOMO and LUMO: 0.404 hartree

Results of the Mulliken charge analysis, in e, for atoms 1 through 2: atom 1 (C): -1.25, atom 2 (C): 0.34

Order of stability, best first: arrangement i, arrangement ii

Arrangement i

Entry from the Open Molecules 2025 dataset: C11H11NO as an isolated structure (ωB97M-V with the def2-TZVPD basis set).

Structure (ORCA input):
```
! wB97M-V def2-TZVPD RIJCOSX def2/J DEFGRID3
* xyz 0 1
C -3.96 -0.61 0.02
C -2.39 -0.61 -0.14
C -0.59 0.92 -0.04
C -0.29 2.19 0.05
C 1.06 2.67 0.04
C 2.18 1.88 0.01
C 1.94 0.43 -0.10
C 3.04 -0.51 -0.24
C 2.68 -1.79 -0.20
C 1.32 -2.24 0.15
C 0.56 -0.09 0.15
H -4.22 -1.66 -0.81
H -4.26 0.36 -0.60
H -4.40 -0.84 1.20
H -1.79 -1.16 -0.89
H -1.96 -1.25 0.62
H -0.93 3.12 -0.02
H 1.40 3.67 0.59
H 3.25 2.40 0.08
H 4.15 -0.37 -0.05
H 3.66 -2.48 -0.28
H 1.11 -3.35 0.26
N 0.41 -1.37 0.38
O -1.97 0.68 -0.18
*
```

Output
HOMO energy: -8.37 eV
lowest unoccupied orbital energy: 0.00994 hartree
gap between HOMO and LUMO: 0.318 hartree

Results of the Mulliken charge analysis, in e, for atoms 1 through 2: atom 1 (C): -0.85, atom 2 (C): -0.43

Arrangement ii

Entry from the Open Molecules 2025 dataset: one molecule with the formula C11H11NO (ωB97M-V with the def2-TZVPD basis set).

Structure (ORCA input):
```
! wB97M-V def2-TZVPD RIJCOSX def2/J DEFGRID3
* xyz 0 1
N -1.81 2.52 0.84
C -1.73 1.70 -0.38
C -1.01 0.35 -0.20
C -1.65 -0.91 -0.14
O -3.05 -1.04 -0.36
C -1.05 -2.08 0.19
C 0.37 -2.12 0.40
C 1.06 -0.93 0.19
C 2.53 -1.07 0.01
C 3.34 0.01 -0.06
C 2.61 1.28 -0.17
C 1.29 1.39 -0.36
C 0.35 0.35 -0.16
H -0.75 2.66 1.05
H -2.18 1.73 1.64
H -1.18 2.30 -1.08
H -2.72 1.57 -0.75
H -3.39 -2.04 -0.65
H -1.61 -2.96 0.48
H 1.01 -3.06 0.48
H 2.74 -2.11 0.16
H 4.44 0.03 0.18
H 3.26 2.23 -0.06
H 0.84 2.43 -0.40
*
```

Output
structure (SMILES): NCc1c(O)ccc2ccccc12
HOMO energy: -8.23 eV
lowest unoccupied orbital energy: 0.00885 hartree
gap between HOMO and LUMO: 0.311 hartree

Results of the Mulliken charge analysis, in e, for atoms 1 through 2: atom 1 (N): -0.65, atom 2 (C): -1.26

Order of stability, best first: arrangement ii, arrangement i

Arrangement i

Entry from the Open Molecules 2025 dataset: a 2-piece molecular cluster, C2H6O2S overall (ωB97M-V with the def2-TZVPD basis set).

Structure (ORCA input):
```
! wB97M-V def2-TZVPD RIJCOSX def2/J DEFGRID3
* xyz 0 1
O 3.40 2.14 -2.07
C 3.54 1.67 -0.99
O 4.68 1.03 -0.65
H 2.77 1.60 -0.21
H 4.61 0.52 0.16
C -3.28 -1.28 1.06
S -2.06 -0.95 -0.23
H -3.10 -2.26 1.51
H -3.31 -0.55 1.87
H -4.29 -1.33 0.67
H -2.97 -0.58 -1.13
*
```

Output
structure (SMILES): O=CO.CS
HOMO energy: -9.21 eV
lowest unoccupied orbital energy: 0.02014 hartree
gap between HOMO and LUMO: 0.359 hartree

Results of the Mulliken charge analysis, in e, for atoms 1 through 2: atom 1 (O): -0.43, atom 2 (C): 0.30

Arrangement ii

Entry from the Open Molecules 2025 dataset: a 2-piece molecular cluster, C2H6O2S overall (ωB97M-V with the def2-TZVPD basis set).

Structure (ORCA input):
```
! wB97M-V def2-TZVPD RIJCOSX def2/J DEFGRID3
* xyz 0 1
O -0.61 -0.59 3.78
C 0.33 -0.40 3.05
O 0.22 -0.05 1.76
H 1.36 -0.59 3.37
H -0.73 0.18 1.66
C -0.50 0.06 -2.04
S 1.23 0.12 -2.57
H -0.88 -0.94 -2.27
H -1.13 0.78 -2.54
H -0.53 0.16 -0.96
H 1.24 1.27 -3.24
*
```

Output
structure (SMILES): O=CO.CS
HOMO energy: -9.09 eV
lowest unoccupied orbital energy: 0.02510 hartree
gap between HOMO and LUMO: 0.359 hartree

Results of the Mulliken charge analysis, in e, for atoms 1 through 2: atom 1 (O): -0.48, atom 2 (C): 0.20

Order of stability, best first: arrangement ii, arrangement i